# C40H104BN16O20

13 unconnected molecules or ions with the total composition C40H104BN16O20 in a non-equilibrium geometry (ωB97M-V with the def2-TZVPD basis set, the Open Molecules 2025 dataset).

Output
HOMO-LUMO gap   0.322 hartree
ΔE to the lowest compared entry with this formula, charge and spin   0.0 kJ/mol
LUMO   1.35 eV
Charge   -1

Structure (XYZ):
```
181
C40H104BN16O20 ωB97M-V with the def2-TZVPD basis set
O -2.03796 -3.26998 -1.45352
C -1.68738 -2.26147 -0.85777
O -0.53534 -1.98376 -0.43451
B -0.44111 -0.58399 0.09535
O -1.79991 -0.02442 -0.19702
C -2.55362 -0.98137 -0.76994
O -3.72481 -0.85153 -1.21708
O 0.71094 0.14425 -0.54563
C 1.48197 0.74808 0.34401
O 2.51051 1.39741 0.03983
C 0.87348 0.41100 1.74355
O -0.15518 -0.41506 1.53761
O 1.28121 0.90462 2.77097
C -5.09651 2.34066 -0.66803
C -6.10758 3.41247 -1.17778
C -5.37241 4.68249 -1.54710
O -6.27342 5.68065 -1.98644
C -6.85794 6.46980 -0.94237
N -6.92832 2.78378 -2.30193
H -4.41835 2.78240 0.06207
H -4.40849 1.94994 -1.41774
H -5.62692 1.48184 -0.25671
H -6.85470 3.59083 -0.40442
H -4.68016 4.60766 -2.38572
H -4.79675 4.99298 -0.67515
H -7.64856 6.98550 -1.48741
H -6.10467 7.18534 -0.61274
H -7.25466 5.89223 -0.10743
H -7.34039 3.53641 -2.83469
H -6.25186 2.39377 -2.94255
C 7.73158 4.51209 3.82470
C 6.61108 4.36500 4.86247
C 5.41156 3.55509 4.24483
O 5.78723 2.41410 3.51828
C 4.86412 1.89315 2.60359
N 7.27204 3.60187 5.90253
H 7.32592 5.00345 2.94034
H 8.26102 3.59024 3.58390
H 8.45187 5.24599 4.18618
H 6.39301 5.39323 5.15104
H 4.83387 4.18152 3.56515
H 4.67227 3.31255 5.00820
H 5.38654 1.14535 2.00697
H 4.38479 2.51239 1.84538
H 4.03062 1.36559 3.06735
H 6.52146 3.35744 6.53259
H 7.57368 2.72397 5.50453
C 1.22087 -4.15868 0.52509
C 1.83862 -5.41499 1.13483
C 1.63733 -6.55498 0.18063
O 2.35657 -7.68425 0.59045
C 2.35426 -8.84820 -0.15807
N 3.26449 -5.26695 1.51249
H 1.82671 -3.96478 -0.36004
H 1.30699 -3.29613 1.18593
H 0.28320 -4.33021 -0.00353
H 1.37887 -5.63426 2.09849
H 1.98261 -6.35268 -0.83325
H 0.56374 -6.73992 0.21666
H 2.78963 -9.68560 0.38721
H 2.85860 -8.77715 -1.12176
H 1.30864 -9.09089 -0.34751
H 3.67775 -5.02228 0.62397
H 3.58899 -6.15211 1.87482
C -0.00710 -5.73635 -2.69262
C 0.11482 -7.26357 -3.16279
C -0.91705 -8.19268 -2.57149
O -0.70287 -9.47085 -3.17355
C -1.70451 -10.41727 -2.90590
N -0.06507 -7.22191 -4.65839
H 0.74593 -5.13284 -3.19940
H 0.19496 -5.72405 -1.62158
H -0.96252 -5.27091 -2.93480
H 1.10284 -7.67623 -2.95877
H -1.91707 -7.88634 -2.87840
H -0.89726 -8.28123 -1.48528
H -2.59565 -10.15591 -3.47655
H -1.89559 -10.51837 -1.83755
H -1.34255 -11.38476 -3.25378
H -1.07054 -7.14158 -4.70998
H 0.01238 -8.20906 -4.85751
C -0.16077 -3.39114 3.92088
C 0.23139 -2.47205 5.09350
C 0.32937 -3.36132 6.36227
O 0.54166 -2.65872 7.60048
C -0.48439 -1.73655 7.79760
N 1.44464 -1.67353 4.79883
H -0.95992 -4.01343 4.32363
H 0.66077 -3.98815 3.52497
H -0.49038 -2.84900 3.03456
H -0.61521 -1.80649 5.26198
H 1.20230 -3.98778 6.17885
H -0.49172 -4.07300 6.44842
H -0.27850 -1.41502 8.81855
H -1.48459 -2.16918 7.77447
H -0.24036 -0.85045 7.21161
H 1.33406 -1.01228 4.04344
H 1.58604 -1.07740 5.60178
C -0.49047 -0.79145 -4.28002
C 1.00669 -0.98763 -4.06068
C 1.31294 -2.47888 -3.67640
O 2.68687 -2.81621 -3.29557
C 3.19362 -2.11637 -2.21748
N 1.70277 -0.53040 -5.20399
H -0.87204 -0.78852 -3.25899
H -0.98716 -1.69537 -4.63264
H -0.67592 0.11932 -4.84941
H 1.31194 -0.41783 -3.18304
H 0.92183 -3.09078 -4.48924
H 0.71138 -2.85352 -2.84823
H 4.06768 -2.72323 -1.98115
H 2.51156 -2.14393 -1.36769
H 3.52443 -1.13635 -2.56132
H 2.56238 -1.04717 -5.32272
H 1.04822 -0.90378 -5.87649
C -3.48485 7.10064 0.82320
C -1.99302 6.67470 0.86330
C -1.75731 5.23906 0.37000
O -2.02436 4.20822 1.26830
C -1.49909 2.93751 0.82621
N -1.18531 7.65510 0.14614
H -3.77086 8.03333 1.30937
H -4.16779 6.38281 1.27753
H -3.85768 7.04348 -0.19946
H -1.50088 6.88710 1.81240
H -0.70069 5.27715 0.10502
H -2.26972 5.11493 -0.58401
H -1.70354 2.10690 1.50178
H -0.42460 2.90872 0.64530
H -1.99955 2.70249 -0.11315
H -1.39522 7.34577 -0.79215
H -0.29618 7.17604 0.15309
C 0.07388 5.65876 -6.23973
C -0.76484 4.49516 -5.67827
C -0.53998 4.29582 -4.16349
O -1.26224 3.08594 -3.94542
C -0.95231 2.50574 -2.70383
N -2.13257 4.78299 -6.02791
H 1.13196 5.45275 -6.40144
H -0.00213 6.48705 -5.53526
H -0.39155 5.96899 -7.17526
H -0.47358 3.52436 -6.07929
H -0.84659 5.19303 -3.62580
H 0.51694 4.20702 -3.91223
H -1.59893 1.64684 -2.52419
H -1.13539 3.29037 -1.96971
H 0.02219 2.06692 -2.48961
H -2.62720 4.06633 -5.51621
H -2.27992 4.63209 -7.01563
C -4.94779 -4.54187 -3.18619
O -5.78433 -5.17944 -3.82429
N -3.75247 -4.94324 -3.01063
N -5.05339 -3.34723 -2.66873
H -3.42453 -5.62836 -3.67634
H -3.06676 -4.31115 -2.62287
H -5.86970 -2.75247 -2.66801
H -4.19584 -3.01514 -2.25108
C -1.11664 1.45646 5.73899
O -0.00522 1.69597 6.19908
N -1.32539 0.79179 4.62860
N -2.23297 1.81819 6.33095
H -2.28472 0.59056 4.38507
H -0.57741 0.47520 4.02827
H -3.08899 1.69907 5.80831
H -2.19923 2.21591 7.25874
C 5.48241 0.65023 -1.62561
O 6.32648 0.22476 -2.42415
N 4.74456 1.68634 -1.86708
N 5.24253 0.11445 -0.47735
H 4.16531 1.95335 -1.08396
H 4.80352 2.07918 -2.79568
H 5.58252 -0.81781 -0.28921
H 4.56925 0.50248 0.16781
C 1.54654 4.87512 2.56097
O 2.23365 4.60817 1.60488
N 1.08402 3.97778 3.42819
N 1.13668 6.07509 2.83543
H 1.31968 2.99906 3.34657
H 0.34934 4.28655 4.04868
H 1.54134 6.90068 2.41741
H 0.68450 6.12622 3.73710
```